The following is a quantum chemistry calculation of 2 unconnected molecules or ions with the total composition CH4O2SSi, from OMol25.

Each atom is followed by the atoms it is bonded to, with distances in Å.
Cartesian coordinates (Å):
1 C 2.87 -1.05 -0.29  O3 1.194, H6 1.148, H9 1.185
2 O -2.60 0.41 -0.63  Si4 1.573, S5 1.669
3 O 3.00 0.06 0.13  C1 1.194
4 Si -1.82 1.24 0.46  O2 1.573, H7 1.498, H8 1.427
5 S -3.82 -0.70 -0.42  O2 1.669
6 H 2.63 -1.35 -1.37  C1 1.148
7 H -1.29 2.54 -0.06  Si4 1.498
8 H -2.03 0.86 1.82  Si4 1.427
9 H 3.06 -2.02 0.37  C1 1.185

Results
strongest force on any atom	4.6	eV/Å
spin multiplicity	3
DFT total energy	-878.4953	a.u.
<S²>	2.005
charge	0